(1)
Computed, not measured: a 2-piece molecular cluster, C3H8N2O2 overall, with ωB97M-V with the def2-TZVPD basis set.

XYZ file:
```
15
Properties=species:S:1:pos:R:3:forces:R:3:mulliken_charge:R:1
C 2.880 -0.644 0.743 0.09 -0.06 -0.05 0.029
N 1.857 -1.359 0.209 -0.44 0.18 -0.06 -0.264
O 2.815 0.518 1.066 -0.02 -0.03 0.13 -0.532
H 3.800 -1.232 0.901 0.03 -0.09 -0.17 0.330
H 1.994 -2.213 -0.300 0.25 -0.06 0.24 0.203
H 0.963 -0.888 0.100 0.19 0.12 -0.03 0.289
C -1.726 0.487 0.532 -0.40 -0.28 -0.28 0.050
N -2.621 0.389 -0.478 0.18 0.07 0.17 -0.131
C -2.187 0.341 -1.861 -0.16 0.12 0.08 -0.768
O -0.526 0.422 0.376 0.03 0.09 0.06 -0.629
H -2.217 0.621 1.507 0.15 -0.02 0.13 0.347
H -3.596 0.333 -0.246 -0.03 0.11 -0.04 0.228
H -1.406 1.082 -2.003 0.08 0.00 -0.07 0.277
H -3.033 0.592 -2.497 0.04 -0.07 -0.05 0.330
H -1.792 -0.635 -2.134 0.00 -0.09 -0.03 0.239
```
Positions in Å, forces in eV/Å.

Computed properties:
- SMILES: CNC=O.NC=O
- Gap between HOMO and LUMO: 10.087 eV

(2)
Computed, not measured: one molecule with the formula C3H8N2O2, with ωB97M-V with the def2-TZVPD basis set.

XYZ file:
```
15
Properties=species:S:1:pos:R:3:forces:R:3:mulliken_charge:R:1
N -0.959 -0.391 0.934 -0.42 0.59 0.26 -0.693
C 0.280 0.006 0.301 -0.03 -0.52 -0.04 0.493
C 0.828 -1.041 -0.652 -0.05 -0.72 0.03 -0.597
O 1.095 -2.225 0.106 0.14 -0.11 0.21 -0.540
C 0.110 1.331 -0.415 0.38 0.34 0.08 0.291
N -0.723 2.211 0.179 -0.33 0.23 0.12 -0.352
O 0.722 1.591 -1.433 0.05 -0.03 -0.19 -0.628
H -1.732 -0.471 0.285 0.09 -0.22 -0.01 0.212
H -0.870 -1.213 1.505 0.07 -0.22 -0.05 0.234
H 1.017 0.091 1.101 0.10 0.36 0.00 0.219
H 1.765 -0.760 -1.121 -0.01 0.33 -0.03 0.254
H 0.092 -1.237 -1.430 -0.04 0.00 -0.19 0.312
H 0.499 -2.948 -0.102 -0.08 0.23 -0.18 0.312
H -0.879 3.108 -0.255 0.09 -0.18 0.04 0.247
H -1.245 1.947 0.998 0.04 -0.07 -0.04 0.236
```
Positions in Å, forces in eV/Å.

Computed properties:
- SMILES: NC(=O)[C@@H](N)CO
- Gap between HOMO and LUMO: 10.240 eV

(3)
Computed, not measured: a 2-piece molecular cluster, C3H8N2O2 overall, with ωB97M-V with the def2-TZVPD basis set.

XYZ file:
```
15
Properties=species:S:1:pos:R:3:forces:R:3:mulliken_charge:R:1
N 2.340 0.735 0.471 0.18 0.07 0.09 -0.712
C -0.412 0.991 -0.447 0.15 0.36 -0.05 0.506
O 0.087 2.078 -0.597 -0.28 -0.42 0.07 -0.622
N -0.007 -0.214 -0.991 0.04 0.18 0.04 -0.238
C -0.984 -1.236 -0.652 -0.11 -0.15 0.01 -0.456
C -1.695 -0.602 0.543 -0.10 -0.25 0.05 -0.314
O -1.516 0.800 0.331 -0.03 0.15 -0.09 -0.331
H 2.087 1.628 0.054 0.06 -0.16 -0.03 0.241
H 3.349 0.697 0.553 -0.01 0.01 0.07 0.220
H 0.989 -0.377 -0.850 -0.18 0.07 -0.11 0.412
H -0.525 -2.200 -0.425 -0.01 0.16 0.02 0.326
H -1.677 -1.369 -1.491 0.09 -0.06 0.12 0.237
H -1.227 -0.886 1.495 -0.07 0.10 -0.13 0.237
H -2.766 -0.803 0.591 0.12 -0.02 -0.03 0.292
H 1.956 0.757 1.412 0.14 -0.03 -0.04 0.201
```
Positions in Å, forces in eV/Å.

Computed properties:
- SMILES: O=C1NCCO1.N
- Gap between HOMO and LUMO: 10.632 eV

(4)
Computed, not measured: a 2-piece molecular cluster, C3H8N2O2 overall at a distorted geometry, with ωB97M-V with the def2-TZVPD basis set.

XYZ file:
```
15
Properties=species:S:1:pos:R:3:forces:R:3:mulliken_charge:R:1
C 2.286 0.127 -0.181 -1.56 0.01 0.86 -0.852
C -1.482 -0.519 -1.485 -2.20 3.20 -0.78 -0.703
C 1.397 0.681 0.703 1.78 1.29 -4.39 0.142
N -1.504 0.057 0.819 -1.51 -0.09 2.53 0.451
N -0.915 -0.068 -0.240 1.27 -0.48 -1.27 -0.090
O -2.696 0.008 1.204 -0.48 -0.33 -1.32 -0.651
O 1.125 0.397 1.971 0.39 -0.42 0.51 -0.497
H -0.917 0.175 1.652 0.76 0.41 -0.45 0.221
H 2.824 -0.809 -0.133 0.15 -0.04 0.79 0.289
H 2.152 0.410 -1.220 0.17 0.54 0.22 0.238
H -2.451 0.145 -1.792 1.95 -1.82 0.79 0.237
H -0.734 -0.288 -2.277 -0.46 -0.58 0.67 0.244
H -1.722 -1.560 -1.391 -0.28 -0.56 -0.28 0.307
H 0.880 1.552 0.227 0.15 -0.80 1.32 0.361
H 1.757 -0.309 2.144 -0.12 -0.33 0.80 0.303
```
Positions in Å, forces in eV/Å.

Computed properties:
- SMILES: C/N=[NH+]\[O-].C=CO
- Gap between HOMO and LUMO: 9.474 eV

(5)
Computed, not measured: a 2-piece molecular cluster, C3H8N2O2 overall at a distorted geometry, with ωB97M-V with the def2-TZVPD basis set.

XYZ file:
```
15
Properties=species:S:1:pos:R:3:forces:R:3:mulliken_charge:R:1
C 0.961 -1.274 0.496 -0.50 -0.12 0.28 -1.114
C 0.057 -0.497 -0.407 1.30 1.76 -0.66 0.723
C 0.738 1.195 -0.651 0.42 -2.34 -1.25 -0.267
N 1.937 1.558 -0.483 -0.17 0.52 0.74 -0.594
O -0.611 -0.905 -1.312 0.16 0.17 0.01 -0.551
H 2.392 1.077 0.297 0.06 -0.28 -0.20 0.273
H 0.218 1.629 -1.512 -0.37 0.16 0.28 0.342
H 1.858 -1.551 -0.058 -0.07 -0.02 -0.06 0.343
H 1.252 -0.677 1.357 0.03 -0.01 0.11 0.301
H 0.435 -2.168 0.831 0.14 -0.04 0.01 0.325
N -2.540 0.330 0.273 -0.31 1.40 -0.49 -0.375
O -1.214 0.462 0.754 2.67 -1.48 2.27 -0.479
H -0.217 0.976 0.791 -4.04 0.12 -1.36 0.531
H -2.750 -0.666 0.356 0.49 0.17 0.19 0.270
H -2.518 0.511 -0.733 0.20 -0.03 0.12 0.274
```
Positions in Å, forces in eV/Å.

Computed properties:
- SMILES: [H]/N=C\C(C)=O.NO
- Gap between HOMO and LUMO: 8.713 eV

(6)
Computed, not measured: a 2-piece molecular cluster, C3H8N2O2 overall at a distorted geometry, with ωB97M-V with the def2-TZVPD basis set.

XYZ file:
```
15
Properties=species:S:1:pos:R:3:forces:R:3:mulliken_charge:R:1
C -1.684 -1.277 1.545 -0.31 -0.40 -0.25 -0.702
C 1.888 1.312 0.153 0.17 0.40 0.63 -0.563
C 0.725 0.640 -1.773 -0.64 -1.06 0.91 -0.290
N -0.873 -0.582 0.556 0.47 0.52 0.92 -0.203
N -1.022 -0.798 -0.632 1.26 0.99 -1.84 0.370
O -1.739 -1.515 -1.313 -0.45 -0.33 0.47 -0.592
O 1.784 0.504 -0.999 -0.32 -0.16 -0.72 -0.273
H -2.313 -0.542 2.047 0.00 -0.04 0.03 0.255
H -1.006 -1.716 2.276 -0.08 0.00 0.02 0.232
H -2.306 -2.049 1.087 -0.03 -0.02 0.09 0.313
H 2.797 1.913 0.070 -0.10 -0.05 -0.02 0.261
H 1.965 0.658 1.022 -0.07 0.08 -0.10 0.215
H 1.021 1.964 0.269 0.01 -0.08 -0.03 0.329
H 0.042 1.465 -1.658 0.04 0.25 0.10 0.315
H 0.721 0.025 -2.651 0.06 -0.08 -0.20 0.333
```
Positions in Å, forces in eV/Å.

Computed properties:
- Gap between HOMO and LUMO (spin up / spin down): 8.965 / 6.810 eV

(7)
Computed, not measured: a 2-piece molecular cluster, C3H8N2O2 overall at a distorted geometry, with ωB97M-V with the def2-TZVPD basis set.

XYZ file:
```
15
Properties=species:S:1:pos:R:3:forces:R:3:mulliken_charge:R:1
C 1.004 0.973 2.374 0.04 0.29 0.31 -1.208
O 1.040 -2.282 0.146 0.07 -0.17 -0.02 -0.541
C 1.067 -1.230 0.928 0.09 0.33 0.45 0.645
C 1.099 -0.281 1.662 -0.10 -0.74 -0.73 -0.028
H 0.515 -2.067 -0.641 -0.06 0.03 -0.09 0.416
H 0.556 0.822 3.359 -0.03 0.16 -0.03 0.284
H 0.380 1.664 1.790 0.18 -0.06 0.24 0.246
H 1.996 1.407 2.521 -0.11 0.14 0.00 0.277
N -1.032 1.174 -0.996 -0.03 -0.84 -0.17 -0.415
N -0.852 -1.017 -2.145 -0.23 0.14 -0.26 -0.458
O -0.476 -0.161 -1.099 -0.06 0.95 0.24 -0.211
H -1.858 -1.186 -2.136 0.10 0.19 0.08 0.245
H -0.826 1.724 -1.830 0.08 -0.40 -0.09 0.252
H -2.042 1.090 -0.887 0.13 -0.12 -0.11 0.244
H -0.572 -0.629 -3.045 -0.07 0.10 0.17 0.250
```
Positions in Å, forces in eV/Å.

Computed properties:
- SMILES: CC#CO.NON
- Gap between HOMO and LUMO: 8.821 eV

(8)
Computed, not measured: a 3-piece molecular cluster, C3H8N2O2 overall at a distorted geometry, with ωB97M-V with the def2-TZVPD basis set.

XYZ file:
```
15
Properties=species:S:1:pos:R:3:forces:R:3:mulliken_charge:R:1
C 0.739 2.240 -3.259 -2.16 0.65 -0.37 -0.108
C 1.477 1.650 -2.305 -0.40 -1.92 0.31 -0.409
N 0.700 0.748 -1.556 -2.74 2.18 -0.15 -0.499
C -0.630 1.003 -1.904 4.20 -0.87 -0.39 -0.129
N -0.594 1.884 -2.998 2.00 -1.44 2.80 -0.075
H 0.899 2.927 -4.096 0.29 -0.36 0.61 0.350
H 2.545 1.708 -2.194 0.06 -0.11 0.14 0.377
H -1.449 0.417 -1.369 0.95 1.34 -1.44 0.308
H -1.292 2.031 -3.636 -2.18 0.54 -1.50 0.186
H -1.462 -0.467 4.607 -1.00 3.19 2.22 0.339
H -1.075 0.986 5.065 2.05 1.80 -0.47 0.310
O -1.745 0.375 5.206 -1.04 -4.99 -1.76 -0.649
H 1.181 -5.473 3.279 1.21 -2.42 3.88 0.297
H -0.158 -4.999 2.583 2.85 -0.32 0.34 0.331
O 0.865 -5.030 2.574 -4.06 2.74 -4.21 -0.628
```
Positions in Å, forces in eV/Å.

Computed properties:
- SMILES: c1c[nH]cn1.O.O
- Gap between HOMO and LUMO: 9.663 eV

What did the fifth record say?
Computed, not measured: a 2-piece molecular cluster, C3H8N2O2 overall at a distorted geometry, with ωB97M-V with the def2-TZVPD basis set.

XYZ file:
```
15
Properties=species:S:1:pos:R:3:forces:R:3:mulliken_charge:R:1
C 0.961 -1.274 0.496 -0.50 -0.12 0.28 -1.114
C 0.057 -0.497 -0.407 1.30 1.76 -0.66 0.723
C 0.738 1.195 -0.651 0.42 -2.34 -1.25 -0.267
N 1.937 1.558 -0.483 -0.17 0.52 0.74 -0.594
O -0.611 -0.905 -1.312 0.16 0.17 0.01 -0.551
H 2.392 1.077 0.297 0.06 -0.28 -0.20 0.273
H 0.218 1.629 -1.512 -0.37 0.16 0.28 0.342
H 1.858 -1.551 -0.058 -0.07 -0.02 -0.06 0.343
H 1.252 -0.677 1.357 0.03 -0.01 0.11 0.301
H 0.435 -2.168 0.831 0.14 -0.04 0.01 0.325
N -2.540 0.330 0.273 -0.31 1.40 -0.49 -0.375
O -1.214 0.462 0.754 2.67 -1.48 2.27 -0.479
H -0.217 0.976 0.791 -4.04 0.12 -1.36 0.531
H -2.750 -0.666 0.356 0.49 0.17 0.19 0.270
H -2.518 0.511 -0.733 0.20 -0.03 0.12 0.274
```
Positions in Å, forces in eV/Å.

Computed properties:
- SMILES: [H]/N=C\C(C)=O.NO
- Gap between HOMO and LUMO: 8.713 eV

Please write out number 1 again, unchanged.
Computed, not measured: a 2-piece molecular cluster, C3H8N2O2 overall, with ωB97M-V with the def2-TZVPD basis set.

XYZ file:
```
15
Properties=species:S:1:pos:R:3:forces:R:3:mulliken_charge:R:1
C 2.880 -0.644 0.743 0.09 -0.06 -0.05 0.029
N 1.857 -1.359 0.209 -0.44 0.18 -0.06 -0.264
O 2.815 0.518 1.066 -0.02 -0.03 0.13 -0.532
H 3.800 -1.232 0.901 0.03 -0.09 -0.17 0.330
H 1.994 -2.213 -0.300 0.25 -0.06 0.24 0.203
H 0.963 -0.888 0.100 0.19 0.12 -0.03 0.289
C -1.726 0.487 0.532 -0.40 -0.28 -0.28 0.050
N -2.621 0.389 -0.478 0.18 0.07 0.17 -0.131
C -2.187 0.341 -1.861 -0.16 0.12 0.08 -0.768
O -0.526 0.422 0.376 0.03 0.09 0.06 -0.629
H -2.217 0.621 1.507 0.15 -0.02 0.13 0.347
H -3.596 0.333 -0.246 -0.03 0.11 -0.04 0.228
H -1.406 1.082 -2.003 0.08 0.00 -0.07 0.277
H -3.033 0.592 -2.497 0.04 -0.07 -0.05 0.330
H -1.792 -0.635 -2.134 0.00 -0.09 -0.03 0.239
```
Positions in Å, forces in eV/Å.

Computed properties:
- SMILES: CNC=O.NC=O
- Gap between HOMO and LUMO: 10.087 eV

Repeat the fourth record exactly.
Computed, not measured: a 2-piece molecular cluster, C3H8N2O2 overall at a distorted geometry, with ωB97M-V with the def2-TZVPD basis set.

XYZ file:
```
15
Properties=species:S:1:pos:R:3:forces:R:3:mulliken_charge:R:1
C 2.286 0.127 -0.181 -1.56 0.01 0.86 -0.852
C -1.482 -0.519 -1.485 -2.20 3.20 -0.78 -0.703
C 1.397 0.681 0.703 1.78 1.29 -4.39 0.142
N -1.504 0.057 0.819 -1.51 -0.09 2.53 0.451
N -0.915 -0.068 -0.240 1.27 -0.48 -1.27 -0.090
O -2.696 0.008 1.204 -0.48 -0.33 -1.32 -0.651
O 1.125 0.397 1.971 0.39 -0.42 0.51 -0.497
H -0.917 0.175 1.652 0.76 0.41 -0.45 0.221
H 2.824 -0.809 -0.133 0.15 -0.04 0.79 0.289
H 2.152 0.410 -1.220 0.17 0.54 0.22 0.238
H -2.451 0.145 -1.792 1.95 -1.82 0.79 0.237
H -0.734 -0.288 -2.277 -0.46 -0.58 0.67 0.244
H -1.722 -1.560 -1.391 -0.28 -0.56 -0.28 0.307
H 0.880 1.552 0.227 0.15 -0.80 1.32 0.361
H 1.757 -0.309 2.144 -0.12 -0.33 0.80 0.303
```
Positions in Å, forces in eV/Å.

Computed properties:
- SMILES: C/N=[NH+]\[O-].C=CO
- Gap between HOMO and LUMO: 9.474 eV